# 1
# C17H23BrF3N2O3

An isolated ion of composition C17H23BrF3N2O3 and charge +1 in a non-equilibrium geometry (ωB97M-V/def2-TZVPD, OMol25).

```
49
Properties=species:S:1:pos:R:3:nbo_charge:R:1
C -3.728 -2.721 3.482 -0.73
C -3.305 -2.977 1.995 0.79
O -2.584 -3.856 1.667 -0.49
O -3.838 -2.159 0.954 -0.50
C -3.135 -0.995 0.763 0.80
O -3.446 -0.316 -0.169 -0.54
C -1.980 -0.479 1.682 -0.58
C -1.156 0.558 0.889 0.00
C -1.062 1.942 1.351 0.09
N -0.339 2.786 0.581 -0.16
C -0.324 4.192 1.085 1.10
F -1.515 4.764 0.769 -0.29
F 0.635 4.902 0.482 -0.27
F -0.144 4.229 2.414 -0.28
N 0.344 2.607 -0.513 -0.15
C 0.331 1.381 -1.031 0.20
C 1.125 1.167 -2.363 -0.49
C 2.475 1.998 -2.396 -0.21
C 2.285 3.519 -2.701 -0.65
Br 3.594 1.234 -3.857 0.01
C -0.439 0.315 -0.360 0.26
C -0.481 -1.099 -1.006 -0.52
C 0.147 -2.236 -0.116 -0.40
C 1.715 -2.267 -0.101 -0.22
C 2.387 -1.004 0.576 -0.62
C 2.372 -2.553 -1.522 -0.63
H -4.594 -3.410 3.661 0.28
H -4.013 -1.648 3.568 0.22
H -2.866 -2.936 4.148 0.26
H -1.366 -1.269 2.167 0.27
H -2.476 0.084 2.521 0.26
H -1.580 2.285 2.274 0.28
H 1.406 0.105 -2.524 0.26
H 0.438 1.553 -3.165 0.26
H 3.014 1.775 -1.448 0.22
H 3.238 3.945 -3.101 0.25
H 2.137 4.029 -1.710 0.23
H 1.397 3.761 -3.326 0.23
H -0.006 -1.140 -2.010 0.25
H -1.563 -1.355 -1.173 0.27
H -0.186 -3.210 -0.568 0.25
H -0.201 -2.253 0.941 0.20
H 2.004 -3.146 0.538 0.22
H 1.661 -0.613 1.336 0.19
H 2.589 -0.262 -0.241 0.19
H 3.363 -1.287 1.047 0.24
H 3.316 -1.956 -1.577 0.22
H 1.674 -2.354 -2.367 0.20
H 2.680 -3.631 -1.546 0.23
```

Values from the calculation:
E_HOMO = -0.470 hartree
Kohn-Sham gap = 7.70 eV
total charge = +1
SMILES = CC(=O)OC(=O)Cc1c[n+](C(F)(F)F)nc(C[C@H](C)Br)c1CCC(C)C
total energy = -3870.13393 Eh



# 2
# C17H23BrF9IN5O2

A 2-piece molecular cluster, C17H23BrF9IN5O2 overall in a non-equilibrium geometry (ωB97M-V/def2-TZVPD, OMol25).

```
58
Properties=species:S:1:pos:R:3:nbo_charge:R:1
C 1.038 -5.571 0.062 -0.33
C 1.621 -4.520 -0.593 -0.23
C 1.289 -4.293 -2.048 -0.28
N 0.481 -3.067 -2.284 -0.18
N -0.865 -3.209 -2.277 -0.33
C -1.443 -2.036 -2.515 0.48
C -2.905 -1.822 -2.558 -0.47
C -3.306 -0.392 -2.219 -0.47
C -3.441 -0.130 -0.710 0.64
F -2.415 0.689 -0.362 -0.32
F -3.290 -1.241 0.034 -0.32
C -4.729 0.642 -0.325 0.58
F -4.501 1.205 0.879 -0.29
F -4.935 1.652 -1.175 -0.29
C -6.014 -0.208 -0.137 0.55
F -6.968 0.654 0.252 -0.29
F -5.887 -1.119 0.827 -0.28
C -6.572 -0.900 -1.407 0.92
F -6.706 -0.053 -2.423 -0.29
F -7.795 -1.348 -1.105 -0.29
F -5.841 -1.967 -1.759 -0.32
N -0.498 -1.132 -2.685 -0.51
C 0.678 -1.746 -2.524 0.57
N 1.848 -1.111 -2.588 -0.57
I 3.715 -1.845 -2.298 0.46
C 1.752 0.328 -2.894 -0.34
C 1.170 1.140 -1.742 0.49
O 0.428 2.064 -1.963 -0.47
Br 1.588 0.670 0.090 0.02
H 1.600 -6.412 0.454 0.23
H -0.039 -5.622 0.228 0.20
H 2.273 -3.844 -0.047 0.23
H 2.174 -4.354 -2.666 0.27
H 0.658 -5.134 -2.325 0.23
H -1.340 -4.081 -2.105 0.44
H -3.301 -2.062 -3.544 0.27
H -3.361 -2.553 -1.894 0.26
H -2.585 0.325 -2.597 0.28
H -4.248 -0.157 -2.704 0.25
H 1.119 0.431 -3.766 0.26
H 2.735 0.720 -3.139 0.26
C 4.346 4.879 4.625 -0.61
C 5.041 3.786 3.818 -0.08
C 4.273 3.366 2.556 -0.07
O 3.148 2.537 2.790 -0.56
C 1.976 3.222 3.198 -0.25
N 5.311 2.647 4.700 -0.82
H 3.517 4.491 5.216 0.20
H 5.049 5.331 5.324 0.23
H 3.965 5.669 3.975 0.20
H 6.001 4.190 3.486 0.19
H 4.947 2.768 1.937 0.18
H 3.985 4.239 1.955 0.17
H 1.893 4.202 2.722 0.17
H 1.944 3.330 4.284 0.17
H 1.119 2.616 2.902 0.18
H 5.872 1.964 4.198 0.35
H 4.429 2.169 4.864 0.35
```

Values from the calculation:
E_HOMO = -0.393 hartree
Kohn-Sham gap = 6.53 eV
total charge = +1
total energy = -4855.97553 Eh



# 3
# C17H23Cl3KN4OSSeSi

C17H23Cl3KN4OSSeSi as an isolated structure in a non-equilibrium geometry (ωB97M-V/def2-TZVPD, OMol25).

```
52
Properties=species:S:1:pos:R:3:nbo_charge:R:1
K 1.082 0.536 -2.286 0.89
C 3.876 -0.463 2.001 -0.62
C 3.350 -0.625 0.576 -0.23
N 2.004 -1.157 0.525 -0.44
C 1.849 -2.536 0.124 -0.21
C 2.521 -3.509 1.089 -0.61
C 0.938 -0.324 0.646 0.32
S 1.192 1.267 1.095 -0.37
N -0.301 -0.799 0.540 -0.66
C -0.870 -1.184 -0.580 0.62
O -0.434 -0.957 -1.725 -0.80
C -2.127 -1.970 -0.405 -0.14
C -2.796 -2.031 0.811 -0.13
C -3.889 -2.865 0.961 -0.25
C -4.318 -3.647 -0.100 -0.22
C -3.677 -3.563 -1.325 -0.22
C -2.585 -2.727 -1.477 -0.17
H 4.826 0.068 1.984 0.21
H 4.017 -1.419 2.503 0.19
H 3.166 0.131 2.570 0.23
H 3.997 -1.288 -0.005 0.19
H 3.355 0.366 0.107 0.24
H 2.256 -2.675 -0.886 0.19
H 0.783 -2.762 0.091 0.23
H 3.603 -3.400 1.083 0.20
H 2.277 -4.527 0.800 0.21
H 2.158 -3.342 2.101 0.21
H -2.441 -1.423 1.630 0.22
H -4.403 -2.920 1.911 0.20
H -5.156 -4.320 0.029 0.20
H -4.023 -4.160 -2.159 0.21
H -2.060 -2.646 -2.419 0.23
C -3.359 2.086 -0.285 -0.42
N -2.319 2.857 0.329 -0.37
C -1.897 2.741 1.627 -0.07
C -0.818 3.539 1.777 -0.04
N -0.583 4.147 0.574 -0.37
C 0.572 4.938 0.259 -0.42
C -1.501 3.717 -0.314 0.25
Se -1.729 4.335 -2.005 -0.37
H -4.299 2.223 0.248 0.20
H -3.096 1.027 -0.287 0.22
H -3.472 2.430 -1.312 0.26
H -2.383 2.084 2.317 0.22
H -0.184 3.707 2.622 0.22
H 0.615 5.824 0.894 0.20
H 0.506 5.241 -0.785 0.26
H 1.473 4.339 0.405 0.22
Cl 3.124 2.344 -2.447 -0.53
Si 3.033 1.717 -4.467 0.65
Cl 5.100 1.969 -4.890 -0.51
Cl 3.047 -0.391 -4.068 -0.54
```

Values from the calculation:
E_HOMO = -0.171 hartree
Kohn-Sham gap = 6.97 eV
total charge = -1
total energy = -6025.76300 Eh
energy above the lowest of the compared OMol25 structures with the same formula, charge and spin = 87.7 kJ/mol



# 4
# C17H23Cl43GaNO4P

C17H23Cl43GaNO4P as an isolated structure in a non-equilibrium geometry (ωB97M-V/def2-TZVPD, OMol25).

```
90
Properties=species:S:1:pos:R:3:mulliken_charge:R:1
C 2.002 -2.713 0.134 -0.13
C 1.532 -3.870 -0.758 0.22
O 2.217 -4.852 -0.787 -0.63
N 0.334 -3.850 -1.492 0.24
C 0.006 -2.504 -2.004 -0.43
Ga -1.067 -4.562 -0.350 0.04
Cl -0.197 -5.187 1.669 -0.31
P -2.832 -3.057 0.072 0.41
O -2.447 -1.719 0.586 -0.22
O -3.778 -3.763 1.268 -0.19
O -3.858 -2.940 -1.223 -0.53
H 1.297 -1.875 0.151 -0.08
H 2.024 -3.113 1.153 -0.04
H 3.002 -2.391 -0.168 0.30
H 0.843 -2.188 -2.657 0.41
H -0.873 -2.531 -2.661 0.31
H -0.098 -1.706 -1.240 -0.40
H -1.692 -5.826 -1.085 -0.27
H -3.617 -4.720 1.205 0.11
H -4.649 -2.476 -0.900 0.30
C 0.358 1.704 -1.621 0.20
Cl -0.523 0.278 -1.083 0.13
Cl 0.991 2.606 -0.235 -0.15
Cl 1.670 1.244 -2.709 0.06
H -0.324 2.349 -2.162 -0.17
C 2.812 0.413 -6.314 -0.03
Cl 3.723 0.115 -4.828 -0.07
Cl 2.603 -1.083 -7.229 -0.13
Cl 1.242 1.137 -5.933 -0.10
H 3.371 1.109 -6.925 0.30
C 0.067 5.702 -3.475 0.11
Cl -0.995 5.082 -2.206 -0.13
Cl 1.419 6.585 -2.768 -0.11
Cl 0.647 4.383 -4.499 -0.09
H -0.499 6.387 -4.094 0.21
C -4.415 1.604 -2.422 -0.24
Cl -4.011 0.370 -3.618 -0.12
Cl -4.692 0.871 -0.844 -0.04
Cl -3.132 2.817 -2.326 -0.03
H -5.325 2.098 -2.737 0.37
C 6.993 0.976 -2.053 -0.11
Cl 7.501 1.726 -0.538 -0.10
Cl 7.536 -0.702 -2.136 -0.12
Cl 5.238 1.064 -2.183 -0.02
H 7.438 1.519 -2.877 0.32
C 1.802 -3.574 5.310 0.75
Cl 3.343 -3.175 6.103 -0.20
Cl 1.449 -2.456 3.999 0.08
Cl 1.826 -5.236 4.730 -0.08
H 1.003 -3.479 6.038 -0.49
C 0.616 9.803 -5.275 0.39
Cl -0.448 9.203 -4.002 -0.10
Cl 1.974 10.694 -4.582 -0.13
Cl 1.192 8.471 -6.281 -0.11
H 0.049 10.480 -5.900 -0.07
C -3.961 -8.211 0.284 -0.04
Cl -2.689 -7.383 1.176 -0.05
Cl -5.207 -8.825 1.386 -0.15
Cl -4.678 -7.138 -0.921 -0.10
H -3.522 -9.055 -0.231 0.31
C -0.626 1.090 3.240 -0.28
Cl -1.657 0.453 4.525 -0.12
Cl 0.729 2.004 3.921 -0.10
Cl -0.061 -0.224 2.225 0.22
H -1.214 1.762 2.628 0.33
C -5.559 -2.317 3.465 0.09
Cl -5.567 -1.222 2.086 -0.05
Cl -4.077 -2.137 4.404 -0.08
Cl -6.979 -2.040 4.488 -0.16
H -5.600 -3.331 3.089 0.12
C 2.756 -0.030 7.167 1.07
Cl 3.017 1.069 5.817 -0.06
Cl 4.101 0.057 8.314 -0.15
Cl 1.225 0.320 7.975 -0.15
H 2.709 -1.039 6.777 -0.76
C -2.885 11.093 -7.046 0.01
Cl -3.765 9.671 -6.487 -0.09
Cl -2.257 12.016 -5.676 -0.11
Cl -1.575 10.626 -8.136 -0.11
H -3.572 11.726 -7.594 0.33
C 6.364 0.075 3.460 -0.11
Cl 6.031 1.760 3.881 -0.15
Cl 5.281 -1.010 4.336 0.02
Cl 6.204 -0.169 1.722 -0.05
H 7.383 -0.150 3.747 0.30
C -2.257 -4.867 6.478 0.71
Cl -3.357 -5.469 7.724 -0.15
Cl -0.901 -3.997 7.219 -0.20
Cl -1.680 -6.184 5.465 -0.08
H -2.802 -4.170 5.852 -0.31
```

Values from the calculation:
E_HOMO = -0.205 hartree
Kohn-Sham gap = 6.79 eV
total charge = -1
total energy = -23071.83719 Eh